DFT (ωB97M-V with the def2-TZVPD basis set) results for 8 unconnected molecules or ions with the total composition C23H46Cl6O15 at a distorted geometry.

CARTESIAN COORDINATES (ANGSTROEM)
C (0.2722, 0.6565, 0.6067)
Cl (-1.1076, 0.1397, 1.6545)
Cl (0.5766, 2.3940, 0.6889)
H (1.0729, 0.0009, 0.9330)
H (0.1306, 0.4369, -0.4461)
C (-1.1320, -3.3059, -2.0355)
Cl (0.2972, -4.3743, -1.9135)
Cl (-0.9346, -1.8381, -1.0931)
H (-1.3498, -3.1208, -3.0803)
H (-1.9228, -3.8948, -1.5832)
C (1.0770, 3.1460, 3.9767)
Cl (1.0827, 1.3768, 4.0591)
Cl (0.7864, 3.8581, 5.5909)
H (2.0024, 3.5530, 3.5856)
H (0.2864, 3.3657, 3.2690)
C (-3.3258, 1.4687, 4.6008)
C (-2.5075, 1.2979, 5.8605)
O (-3.2669, 1.3162, 7.0660)
C (-3.8519, 0.1672, 7.3413)
O (-3.8598, -0.8377, 6.6965)
O (-4.5051, 0.3093, 8.4906)
C (-4.8406, -0.8663, 9.2046)
H (-3.8220, 2.4382, 4.5622)
H (-4.1060, 0.7059, 4.5216)
H (-2.7642, 1.3033, 3.6818)
H (-1.7838, 2.1122, 5.9346)
H (-1.8397, 0.4381, 5.7732)
H (-5.6840, -0.6794, 9.8633)
H (-4.0400, -1.1961, 9.8709)
H (-5.0418, -1.6458, 8.4712)
C (2.8197, -8.2019, -0.8760)
C (2.5177, -6.8826, -0.2008)
O (1.8164, -7.1830, 1.0344)
C (1.3025, -6.1493, 1.7137)
O (0.6971, -6.3299, 2.7219)
O (1.5332, -4.9637, 1.1453)
C (0.6361, -3.9204, 1.5323)
H (3.4753, -8.7258, -0.1788)
H (3.3699, -7.9905, -1.7930)
H (1.9130, -8.7466, -1.1196)
H (1.8716, -6.2819, -0.8414)
H (3.4039, -6.3209, 0.0892)
H (1.1056, -2.9611, 1.3359)
H (0.3408, -3.9992, 2.5751)
H (-0.2558, -3.9889, 0.9117)
C (0.1244, 4.7959, -2.4466)
C (-1.3252, 4.4406, -2.1219)
O (-1.4099, 3.0299, -1.9548)
C (-2.4021, 2.5110, -1.2602)
O (-3.2100, 3.1216, -0.6207)
O (-2.4264, 1.1910, -1.5337)
C (-3.6303, 0.4761, -1.4265)
H (0.2926, 5.8071, -2.7995)
H (0.5571, 4.0610, -3.1253)
H (0.6202, 4.6277, -1.4875)
H (-2.1223, 4.7362, -2.8119)
H (-1.6420, 4.9221, -1.1911)
H (-4.4535, 1.0674, -1.8380)
H (-3.9689, 0.1354, -0.4436)
H (-3.4690, -0.4214, -2.0217)
C (0.3898, 6.0405, -6.3494)
C (-0.4218, 4.7771, -6.1268)
O (0.4495, 3.9178, -5.3625)
C (0.1898, 2.6348, -5.2119)
O (-0.4874, 2.0049, -5.9973)
O (0.8237, 2.1884, -4.1316)
C (0.4903, 0.8664, -3.7035)
H (0.6272, 6.5723, -5.4304)
H (-0.0030, 6.6969, -7.1224)
H (1.3668, 5.7094, -6.7151)
H (-0.7226, 4.2578, -7.0329)
H (-1.2839, 4.9333, -5.4760)
H (1.3402, 0.2008, -3.8474)
H (-0.4239, 0.4192, -4.0834)
H (0.3822, 0.9669, -2.6214)
C (3.4388, -3.1621, -0.4798)
C (3.6669, -2.5359, -1.8455)
O (4.3469, -1.2789, -1.6719)
C (3.5900, -0.2262, -1.4137)
O (2.3904, -0.1766, -1.2985)
O (4.3985, 0.8197, -1.2480)
C (3.7384, 2.0784, -1.1948)
H (2.7652, -2.5163, 0.0853)
H (4.3504, -3.3408, 0.0865)
H (2.8857, -4.0998, -0.5677)
H (2.6812, -2.4388, -2.3039)
H (4.3022, -3.0984, -2.5231)
H (3.3163, 2.3489, -2.1628)
H (4.4887, 2.8112, -0.9105)
H (2.9435, 2.0479, -0.4584)

Relative energy (zero: lowest compared OMol25 entry of this formula, charge and spin), eV: 0.000
Largest force on an atom, eV Å⁻¹: 1.9
SMILES: CCOC(=O)OC.CCOC(=O)OC.CCOC(=O)OC.CCOC(=O)OC.CCOC(=O)OC.ClCCl.ClCCl.ClCCl
Electronic energy, Eh: -4793.73266
HOMO energy, eV: -10.67

These are the Mulliken partial charges, in e, on atoms 1 to 8:
1. C 0.7429
2. Cl -0.1658
3. Cl -0.2121
4. H 0.6187
5. H -1.0657
6. C -0.7486
7. Cl -0.1042
8. Cl 0.0378

DFT (ωB97M-V with the def2-TZVPD basis set) results for 5 unconnected molecules or ions with the total composition C23H46FN2O18PS3 at a distorted geometry.

CARTESIAN COORDINATES (ANGSTROEM)
C (-0.1273, -4.5899, -1.4647)
C (-0.8148, -3.6417, -2.4278)
C (-0.7196, -4.1738, -3.8437)
O (-1.4449, -3.4234, -4.8433)
C (-2.6806, -3.8885, -5.1307)
O (-2.8749, -4.6992, -5.9836)
C (-3.8183, -3.2649, -4.3427)
S (-4.7491, -4.6605, -3.6795)
N (-6.1944, -3.9797, -2.9885)
P (-6.0150, -3.6864, -1.2795)
N (-5.1713, -2.4858, -0.7852)
S (-6.9225, -2.7939, -3.8807)
O (-7.2396, -3.3112, -5.1568)
O (-6.2491, -1.5525, -3.7526)
F (-8.2131, -2.7019, -3.0262)
O (-0.2675, -2.3305, -2.2940)
C (-1.1290, -1.2889, -2.5191)
O (-1.0259, -0.5856, -3.4751)
C (-2.1357, -1.0951, -1.4057)
S (-3.3715, 0.1652, -1.7423)
H (0.9430, -4.3925, -1.4357)
H (-0.5261, -4.4819, -0.4602)
H (-0.2609, -5.6187, -1.7930)
H (-1.8741, -3.6180, -2.1530)
H (-1.0864, -5.2016, -3.8493)
H (0.3177, -4.2034, -4.1723)
H (-4.3998, -2.6693, -5.0433)
H (-3.4277, -2.6199, -3.5629)
H (-7.3445, -3.6874, -0.8335)
H (-5.5167, -4.9346, -0.8847)
H (-4.8328, -1.8930, -1.5367)
H (-2.6087, -2.0514, -1.1902)
H (-1.6046, -0.7879, -0.5055)
H (-3.6142, 0.0029, -3.0440)
C (-0.2499, 1.9440, 5.2542)
C (-1.2121, 0.7897, 5.0817)
O (-2.4435, 1.2023, 4.4675)
C (-2.3893, 1.3990, 3.1527)
O (-1.4259, 1.2327, 2.4476)
O (-3.5919, 1.7960, 2.7418)
C (-3.6578, 2.1200, 1.3501)
H (-0.7262, 2.7577, 5.8020)
H (0.6350, 1.6224, 5.8028)
H (0.0681, 2.3371, 4.2899)
H (-1.5018, 0.3887, 6.0509)
H (-0.7668, -0.0210, 4.5057)
H (-3.2784, 1.3065, 0.7419)
H (-3.0960, 3.0303, 1.1463)
H (-4.7050, 2.2844, 1.1152)
C (-1.4595, -7.1967, -7.7069)
C (-0.5374, -6.3608, -6.8484)
O (0.7615, -6.9711, -6.7067)
C (1.5692, -6.8497, -7.7561)
O (1.3282, -6.2652, -8.7796)
O (2.7113, -7.4820, -7.4743)
C (3.6596, -7.4867, -8.5439)
H (-1.5203, -8.2147, -7.3185)
H (-2.4564, -6.7596, -7.7160)
H (-1.0942, -7.2523, -8.7313)
H (-0.9270, -6.2927, -5.8386)
H (-0.4344, -5.3486, -7.2339)
H (3.8511, -6.4769, -8.8989)
H (3.3011, -8.1067, -9.3639)
H (4.5722, -7.9120, -8.1371)
C (-0.0621, 8.2901, 6.4362)
C (1.2922, 7.7088, 6.7788)
O (1.5394, 6.4756, 6.0844)
C (1.8804, 6.5975, 4.8032)
O (2.0104, 7.6336, 4.1999)
O (2.0483, 5.3785, 4.3026)
C (2.3478, 5.3398, 2.9031)
H (-0.8470, 7.5552, 6.6186)
H (-0.2573, 9.1719, 7.0462)
H (-0.1100, 8.5785, 5.3875)
H (1.3381, 7.4497, 7.8345)
H (2.0962, 8.4148, 6.5725)
H (3.2039, 5.9684, 2.6714)
H (1.4803, 5.6538, 2.3249)
H (2.5849, 4.3056, 2.6758)
C (8.4783, 3.7499, 5.2515)
C (7.4581, 3.9655, 6.3481)
O (7.0766, 5.3449, 6.4645)
C (6.2230, 5.7801, 5.5393)
O (5.7367, 5.1214, 4.6558)
O (5.9874, 7.0711, 5.7651)
C (5.1224, 7.6774, 4.7989)
H (9.3409, 4.3996, 5.4031)
H (8.8147, 2.7132, 5.2497)
H (8.0552, 3.9769, 4.2743)
H (7.8833, 3.7095, 7.3166)
H (6.5716, 3.3503, 6.1980)
H (4.1993, 7.1260, 4.6975)
H (5.6252, 7.7443, 3.8349)
H (4.8983, 8.6792, 5.1528)

Largest force on an atom, eV Å⁻¹: 1.0
SMILES: C[C@H](COC(=O)CSN([PH2]=N)S(=O)(=O)F)OC(=O)CS.CCOC(=O)OC.CCOC(=O)OC.CCOC(=O)OC.CCOC(=O)OC
Electronic energy, Eh: -4003.57976
HOMO energy, eV: -9.42

These are the Mulliken partial charges, in e, on atoms 1 to 8:
1. C -1.7459
2. C 1.3488
3. C -1.0246
4. O -0.3266
5. C -0.2120
6. O -0.4328
7. C 0.3549
8. S -0.0389

DFT (ωB97M-V with the def2-TZVPD basis set) results for 2 unconnected molecules or ions with the total composition C23H46FN5O12P3S at a distorted geometry.

CARTESIAN COORDINATES (ANGSTROEM)
C (-1.9671, -2.4229, -2.4434)
O (-1.3672, -3.3072, -3.3736)
C (0.0591, -3.2781, -3.2466)
C (0.5445, -3.5760, -1.7958)
C (1.7824, -4.5000, -1.6696)
C (3.0611, -4.1396, -2.5072)
C (3.3457, -2.6477, -2.8040)
C (3.4159, -1.6914, -1.5731)
C (3.1786, -0.2352, -2.0620)
C (3.1386, 0.8394, -0.9273)
C (1.9354, 0.5223, -0.0210)
C (1.7377, 1.5845, 1.1289)
N (0.8987, 0.9747, 2.1633)
C (1.2435, 0.0558, 3.0438)
N (0.4009, -0.5122, 3.9540)
C (1.1452, -1.3919, 4.5940)
C (0.3796, -2.1973, 5.6394)
C (1.1914, -2.7531, 6.8107)
O (1.1057, -3.8985, 7.0468)
O (1.9574, -1.9765, 7.5967)
N (2.4327, -1.4368, 4.1698)
P (3.7117, -2.5155, 4.7596)
S (4.7942, -1.8331, 6.1914)
N (2.4676, -0.4758, 3.1837)
C (3.7685, -0.2788, 2.5571)
O (4.1682, -1.0765, 1.8318)
N (4.5408, 0.9097, 2.8050)
C (5.4844, 0.7685, 3.8752)
O (5.2779, 1.2493, 4.8875)
F (6.6043, 0.1048, 3.7112)
P (-0.7937, 1.4774, 2.2097)
O (-1.1128, 1.9895, 3.5081)
O (-1.0779, 2.6340, 1.1366)
O (-1.7094, 0.2004, 1.7951)
H (-2.9622, -2.1639, -2.8431)
H (-2.1183, -2.9624, -1.4890)
H (-1.3952, -1.4878, -2.2872)
H (0.5585, -3.8759, -4.0208)
H (0.3448, -2.2181, -3.4502)
H (0.6344, -2.6399, -1.2128)
H (-0.2883, -4.1262, -1.3107)
H (2.0772, -4.5841, -0.6070)
H (1.4452, -5.5097, -1.9694)
H (2.9730, -4.6800, -3.4661)
H (3.9050, -4.6164, -1.9739)
H (4.3533, -2.6251, -3.2675)
H (2.6759, -2.2114, -3.5661)
H (4.4321, -1.7552, -1.1376)
H (2.7209, -2.0522, -0.7995)
H (2.2043, -0.2193, -2.5902)
H (3.9541, -0.0193, -2.8160)
H (4.1009, 0.9256, -0.3984)
H (2.9313, 1.7994, -1.4411)
H (1.0124, 0.3859, -0.6118)
H (2.1160, -0.4342, 0.5062)
H (1.3041, 2.4758, 0.6604)
H (2.7410, 1.8760, 1.4826)
H (-0.4658, -1.5655, 5.9592)
H (-0.0697, -3.0606, 5.1202)
H (2.7064, -2.5472, 7.8433)
H (3.0990, -3.7326, 5.1681)
H (4.5725, -2.8586, 3.6823)
H (3.8704, 1.5928, 3.1636)
H (-1.0155, 2.3291, 0.2020)
H (-1.5536, 0.0588, 0.8421)
O (-2.6144, 2.1380, -1.5773)
P (-3.4723, 3.1175, -2.3466)
O (-4.3132, 3.8151, -1.1154)
C (-3.6324, 4.7525, -0.2768)
C (-3.2957, 6.0355, -1.0138)
O (-4.5666, 2.0147, -2.8675)
C (-4.2936, 0.6225, -2.8309)
C (-4.8455, 0.0141, -1.5555)
O (-4.0530, 4.2279, -3.4307)
C (-5.0739, 3.9796, -4.4113)
C (-6.4600, 4.0487, -3.8079)
H (-2.7277, 4.2933, 0.1338)
H (-4.2990, 4.9733, 0.5566)
H (-2.5622, 5.8536, -1.8061)
H (-2.8777, 6.7746, -0.3291)
H (-4.1838, 6.4541, -1.4866)
H (-3.2285, 0.4255, -2.9505)
H (-4.7922, 0.1683, -3.6903)
H (-4.4889, 0.5354, -0.6656)
H (-4.5674, -1.0390, -1.4752)
H (-5.9336, 0.0874, -1.5430)
H (-4.8950, 3.0458, -4.9401)
H (-4.9787, 4.7706, -5.1584)
H (-6.5908, 3.3569, -2.9777)
H (-7.2095, 3.8220, -4.5671)
H (-6.6520, 5.0482, -3.4143)

Largest force on an atom, eV Å⁻¹: 8.0
Electronic energy, Eh: -3602.56822
Charge: +1
HOMO energy, eV: -11.77

These are the Mulliken partial charges, in e, on atoms 1 to 8:
1. C -0.4674
2. O -0.4921
3. C -0.5686
4. C 0.0986
5. C -1.0536
6. C -0.9403
7. C -0.9365
8. C 0.1681

DFT (ωB97M-V with the def2-TZVPD basis set) results for 3 unconnected molecules or ions with the total composition C23H47BrFN2O9P2 at a distorted geometry.

CARTESIAN COORDINATES (ANGSTROEM)
C (0.5074, 3.3644, 4.5547)
C (1.2172, 3.1341, 5.9478)
C (2.5997, 2.3200, 5.8151)
Br (4.1974, 3.3635, 6.3530)
N (2.5388, 0.9506, 6.3600)
C (2.5868, 0.7153, 7.7533)
P (2.7255, 1.9983, 9.1051)
N (1.9800, 1.5413, 10.4296)
O (2.1330, 3.4898, 8.7901)
O (4.3594, 2.1276, 9.4748)
C (2.5756, -0.6655, 8.2810)
C (2.4683, -1.8482, 7.4069)
F (2.4212, -3.0868, 7.9286)
C (2.4060, -1.5417, 5.9622)
O (2.3364, -2.6196, 5.0879)
C (2.4252, -0.1322, 5.4839)
P (2.2797, 0.0176, 3.6042)
C (3.9241, -0.7112, 2.9875)
C (0.8321, -0.9862, 2.9341)
C (1.3820, -2.1407, 1.9764)
H (1.2030, 3.5455, 3.6963)
H (-0.1075, 4.3086, 4.6656)
H (-0.2524, 2.5556, 4.3516)
H (1.4160, 4.1133, 6.4591)
H (0.5326, 2.4707, 6.5534)
H (2.7449, 2.3100, 4.6964)
H (1.4907, 0.6549, 10.2891)
H (1.2301, 3.5776, 9.1643)
H (4.7000, 1.2295, 9.2679)
H (2.6195, -0.8763, 9.3841)
H (1.5340, -3.1223, 5.3382)
H (4.1765, -1.6665, 3.5350)
H (3.9087, -0.8383, 1.8769)
H (4.6998, 0.0623, 3.2685)
H (0.1644, -0.3061, 2.3458)
H (0.3166, -1.4923, 3.7906)
H (1.8757, -1.7225, 1.0512)
H (0.5695, -2.8414, 1.6490)
H (2.1652, -2.7746, 2.4768)
C (1.0628, -5.2461, -1.0935)
O (1.2923, -4.1075, -1.8953)
C (2.0729, -4.3952, -3.0495)
C (1.7128, -3.4561, -4.1909)
O (0.4808, -3.7801, -4.8302)
C (-0.7129, -3.5042, -4.0991)
C (-1.0194, -2.0229, -3.9624)
O (-0.1979, -1.4274, -2.9637)
C (0.0309, -0.0530, -3.2000)
H (2.0044, -5.6130, -0.6701)
H (0.3941, -4.9629, -0.2809)
H (0.5788, -6.0380, -1.6762)
H (1.9231, -5.4309, -3.3715)
H (3.1267, -4.2517, -2.7803)
H (2.4765, -3.5690, -4.9651)
H (1.7324, -2.4116, -3.8793)
H (-0.7044, -4.0099, -3.1322)
H (-1.5164, -3.9606, -4.6835)
H (-2.0640, -1.8897, -3.6544)
H (-0.8635, -1.5300, -4.9289)
H (0.4816, 0.0983, -4.1865)
H (0.7314, 0.3098, -2.4467)
H (-0.9042, 0.5111, -3.1218)
C (-6.3520, 0.9076, -4.8104)
O (-5.5099, 1.9426, -5.2724)
C (-4.4354, 2.2140, -4.3848)
C (-3.2222, 2.7247, -5.1478)
O (-2.5110, 1.7014, -5.8423)
C (-3.1433, 1.1648, -7.0048)
C (-3.1842, 2.1264, -8.1792)
O (-4.2050, 3.0985, -7.9967)
C (-3.9221, 4.3160, -8.6555)
H (-6.8630, 1.2083, -3.8895)
H (-7.0966, 0.7046, -5.5787)
H (-5.7766, -0.0099, -4.6382)
H (-4.1583, 1.3147, -3.8234)
H (-4.7737, 2.9861, -3.6822)
H (-2.5129, 3.1207, -4.4151)
H (-3.4784, 3.5482, -5.8142)
H (-4.1324, 0.7720, -6.7647)
H (-2.5284, 0.3076, -7.2933)
H (-3.4124, 1.5743, -9.0994)
H (-2.2070, 2.6127, -8.2839)
H (-2.9626, 4.7238, -8.3176)
H (-4.7046, 5.0299, -8.3987)
H (-3.9099, 4.1737, -9.7409)

Largest force on an atom, eV Å⁻¹: 4.4
Electronic energy, Eh: -5047.37709
Charge: +1
HOMO energy, eV: -10.34

These are the Mulliken partial charges, in e, on atoms 1 to 8:
1. C -1.0979
2. C -0.1803
3. C -0.6251
4. Br 0.0361
5. N 0.2106
6. C 0.1676
7. P 1.1098
8. N -0.8539